Entry 1:
C3H7NO | ωB97M-V with the def2-TZVPD basis set

Summary:
HOMO = -10.40 eV
net charge = 0
energy = -248.49371 hartree
structure (SMILES) = CN=C=O.C
strongest force on any atom = 0.75 eV/A
multiplicity = 1
HOMO-LUMO gap = 11.1483 eV

Cartesian coordinates (Å):
1 C -1.87 -0.04 -0.13
2 N -1.16 -0.07 -1.37
3 C -0.11 -0.45 -1.82
4 O 0.88 -0.78 -2.37
5 C 1.69 0.28 1.02
6 H -1.81 -1.00 0.40
7 H -2.92 0.18 -0.33
8 H -1.47 0.75 0.52
9 H 1.77 -0.24 0.06
10 H 1.38 1.32 0.85
11 H 2.66 0.28 1.51
12 H 0.96 -0.22 1.66

***

Entry 2:
C3H7NO | ωB97M-V with the def2-TZVPD basis set

Summary:
HOMO = -7.97 eV
net charge = 0
energy = -248.38012 hartree
structure (SMILES) = C=CN.C=O
strongest force on any atom = 6.05 eV/A
multiplicity = 1
HOMO-LUMO gap = 8.2625 eV

Cartesian coordinates (Å):
1 O -0.20 1.66 -0.12
2 C 0.04 1.89 -1.34
3 H 0.88 2.54 -1.57
4 H -0.39 1.69 -2.28
5 C -1.12 -0.64 1.28
6 C -0.27 -1.14 0.36
7 N 1.15 -1.22 0.44
8 H -0.36 -0.10 1.84
9 H -2.12 -1.13 1.38
10 H -0.74 -1.72 -0.48
11 H 1.63 -0.53 1.02
12 H 1.51 -1.30 -0.53

***

Entry 3:
C3H7NO | ωB97M-V with the def2-TZVPD basis set

Summary:
HOMO = -9.24 eV
net charge = 0
energy = -248.46378 hartree
structure (SMILES) = C[C@@H](N)C=O
strongest force on any atom = 3.19 eV/A
multiplicity = 1
HOMO-LUMO gap = 10.2852 eV

Cartesian coordinates (Å):
1 O 1.32 -2.07 0.59
2 C 0.53 -1.24 0.87
3 C 0.27 -0.10 -0.20
4 C -1.16 0.10 -0.54
5 N 0.88 1.16 0.33
6 H 0.09 -1.11 1.88
7 H 0.73 -0.47 -1.08
8 H -1.74 -0.68 -0.13
9 H -1.33 0.24 -1.64
10 H -1.55 0.94 -0.08
11 H 0.19 1.91 0.17
12 H 1.77 1.31 -0.17

***

Entry 4:
C3H7NO | ωB97M-V with the def2-TZVPD basis set

Summary:
HOMO = -9.47 eV
net charge = 0
energy = -248.36970 hartree
structure (SMILES) = NOC1CC1
strongest force on any atom = 3.57 eV/A
multiplicity = 1
HOMO-LUMO gap = 10.6428 eV

Cartesian coordinates (Å):
1 C 1.30 -0.82 -0.19
2 C 0.88 0.63 -0.30
3 C 0.05 -0.36 0.52
4 N -2.12 0.34 -0.16
5 O -1.23 -0.75 -0.06
6 H 1.33 -1.43 -1.16
7 H 2.07 -1.03 0.48
8 H 1.27 1.35 0.34
9 H 0.43 1.03 -1.30
10 H -0.03 -0.45 1.57
11 H -1.48 0.97 -0.53
12 H -2.46 0.53 0.80

***

Entry 5:
C3H7NO | ωB97M-V with the def2-TZVPD basis set

Summary:
HOMO = -9.83 eV
net charge = 0
energy = -248.52544 hartree
structure (SMILES) = CCC(N)=O
strongest force on any atom = 0.40 eV/A
multiplicity = 1
HOMO-LUMO gap = 10.7592 eV

Cartesian coordinates (Å):
1 C -1.61 0.23 0.20
2 C -0.30 -0.52 0.38
3 C 0.84 0.41 -0.01
4 O 0.82 1.60 0.26
5 N 1.88 -0.14 -0.70
6 H -2.46 -0.26 0.68
7 H -1.49 1.23 0.62
8 H -1.84 0.38 -0.86
9 H -0.27 -1.45 -0.21
10 H -0.16 -0.80 1.43
11 H 1.96 -1.14 -0.85
12 H 2.65 0.46 -0.94

***

Entry 6:
C3H7NO | ωB97M-V with the def2-TZVPD basis set

Summary:
HOMO = -8.86 eV
net charge = 0
energy = -248.34506 hartree
strongest force on any atom = 0.35 eV/A
multiplicity = 1
HOMO-LUMO gap = 9.2022 eV

Cartesian coordinates (Å):
1 C -0.30 -0.11 1.15
2 C 0.32 1.03 -0.54
3 N 0.59 0.10 -1.45
4 C -0.39 -0.88 -0.54
5 O -1.52 -1.07 -0.94
6 H -0.81 0.81 1.45
7 H 0.68 -0.19 1.64
8 H -0.93 -0.93 1.52
9 H 1.08 1.59 -0.01
10 H -0.67 1.49 -0.61
11 H 1.55 -0.23 -1.39
12 H 0.39 -1.61 -0.28

***

Entry 7:
C3H7NO | ωB97M-V with the def2-TZVPD basis set

Summary:
HOMO = -8.74 eV
net charge = 0
energy = -248.36013 hartree
structure (SMILES) = C=NC.C=O
strongest force on any atom = 5.34 eV/A
multiplicity = 1
HOMO-LUMO gap = 8.8519 eV

Cartesian coordinates (Å):
1 O 4.20 2.85 -0.30
2 C 3.72 3.96 0.07
3 H 3.42 4.81 -0.61
4 H 4.08 4.49 1.05
5 C -3.62 -1.69 -0.27
6 C -1.62 -2.78 0.67
7 N -2.52 -2.65 -0.31
8 H -3.92 -1.69 -1.32
9 H -4.42 -2.06 0.45
10 H -3.36 -0.68 0.13
11 H -0.60 -3.16 0.41
12 H -2.06 -2.95 1.63

***

Entry 8:
C3H7NO | ωB97M-V with the def2-TZVPD basis set

Summary:
HOMO = -9.81 eV
net charge = 0
energy = -248.40194 hartree
structure (SMILES) = OC[C@H]1CN1
strongest force on any atom = 2.43 eV/A
multiplicity = 1
HOMO-LUMO gap = 10.8632 eV

Cartesian coordinates (Å):
1 O -1.26 0.73 1.13
2 C -0.45 1.25 0.10
3 C 0.27 0.12 -0.66
4 C 0.89 -0.85 0.22
5 N -0.45 -1.13 -0.51
6 H -1.61 -0.10 0.75
7 H 0.32 1.87 0.57
8 H -1.03 1.88 -0.58
9 H 0.79 0.42 -1.56
10 H 0.80 -0.79 1.29
11 H 1.76 -1.36 -0.20
12 H -0.03 -2.05 -0.55

***

Entry 9:
C3H7NO | ωB97M-V with the def2-TZVPD basis set

Summary:
HOMO = -8.85 eV
net charge = 0
energy = -248.38353 hartree
structure (SMILES) = CCCN=O
strongest force on any atom = 3.39 eV/A
multiplicity = 1
HOMO-LUMO gap = 9.3432 eV

Cartesian coordinates (Å):
1 C 0.96 0.25 -0.87
2 C -0.43 -0.58 -0.17
3 C -1.26 0.30 0.74
4 N 1.56 0.24 0.39
5 O 2.62 -0.36 0.53
6 H 0.57 1.24 -1.08
7 H 1.50 -0.28 -1.66
8 H -0.97 -0.82 -1.09
9 H -0.13 -1.51 0.30
10 H -2.21 -0.19 0.94
11 H -0.74 0.46 1.68
12 H -1.46 1.26 0.29